{"formula": "C5H10OS2", "method": "wB97M-V/def2-TZVPD", "lumo_ha": [-0.0244, -0.0244], "e_above_lowest_kj_mol": 801.9, "energy_ha": -1067.8106, "elements": ["C", "C", "C", "C", "C", "O", "S", "S", "H", "H", "H", "H", "H", "H", "H", "H", "H", "H"], "xyz": [[0.398, 2.487, 0.685], [-0.194, 0.223, -1.210], [1.076, 0.455, -0.574], [1.739, -2.389, -0.171], [-2.138, 0.739, 0.459], [-0.492, -1.300, 1.094], [1.996, -0.642, 0.277], [-1.281, -0.802, 0.002], [1.086, 3.148, 0.141], [0.664, 2.392, 1.733], [-0.738, 1.114, -1.331], [-0.265, -0.407, -2.173], [1.527, -2.840, 0.780], [2.824, -2.781, -0.332], [0.843, -2.559, -0.850], [-1.481, 1.633, 0.580], [-2.702, 0.828, -0.417], [-2.859, 0.702, 1.306]], "atomic_forces_ev_per_a": [[-0.1698, -0.7482, -1.6254], [0.4193, -2.6233, -1.7464], [0.5246, 0.4188, 2.7018], [1.0302, -0.3151, 0.0660], [-0.1660, -0.0409, 1.5713], [1.3560, -1.1061, 2.0327], [-0.6626, 1.3430, -1.5820], [-2.0072, 2.0002, -1.0824], [0.2140, -0.0390, 0.3348], [0.8181, -0.2057, 0.3238], [-0.4543, 1.1744, -0.4370], [0.5473, 0.8092, 1.3701], [-0.6096, -0.2771, 0.4947], [-2.1254, 0.4997, -0.8947], [1.7930, -0.0003, 0.4661], [0.0637, -0.8115, -0.1062], [-1.2117, 0.5503, -1.4546], [0.6402, -0.6285, -0.4327]]}